[1]
{
  "formula": "C22H50O2P2PtS",
  "method": "ωB97M-V/def2-TZVPD",
  "elements": ["Pt", "C", "O", "C", "O", "P", "C", "H", "C", "H", "C", "H", "C", "P", "H", "H", "C", "H", "C", "H", "H", "H", "C", "H", "H", "H", "C", "H", "H", "H", "C", "H", "H", "H", "C", "H", "H", "H", "C", "H", "H", "H", "C", "H", "H", "H", "C", "H", "C", "H", "H", "C", "H", "H", "H", "C", "H", "H", "H", "C", "H", "H", "H", "C", "H", "H", "H", "H", "H", "C", "S", "C", "H", "H", "H", "H", "H", "H"],
  "coordinates": [[-0.14, 0.09, -0.21], [-1.34, -1.26, 0.46], [-1.88, -2.14, 1.01], [1.19, 1.39, -0.68], [2.17, 2.01, -0.79], [0.22, -1.02, -2.19], [-1.04, -0.33, -3.36], [-0.83, -0.87, -4.29], [1.82, -0.70, -3.06], [1.93, 0.40, -3.00], [-0.18, -2.83, -2.19], [-1.19, -2.87, -1.77], [-1.11, 0.41, 3.57], [-0.60, 1.26, 1.95], [-2.18, 3.02, 1.92], [-2.01, -0.16, 3.28], [0.36, 2.75, 2.60], [-0.25, 3.07, 3.46], [3.01, -1.33, -2.34], [3.91, -0.87, -2.77], [3.07, -2.41, -2.52], [3.02, -1.14, -1.26], [1.84, -1.05, -4.56], [1.81, -2.13, -4.73], [2.78, -0.66, -4.95], [1.02, -0.58, -5.12], [-0.23, -3.49, -3.57], [-0.85, -2.95, -4.29], [-0.68, -4.47, -3.41], [0.78, -3.64, -3.99], [0.74, -3.63, -1.27], [0.29, -4.64, -1.17], [0.83, -3.20, -0.27], [1.75, -3.75, -1.69], [-2.47, -0.67, -2.92], [-2.66, -1.75, -2.93], [-3.16, -0.18, -3.62], [-2.71, -0.29, -1.91], [-0.84, 1.17, -3.60], [-0.95, 1.77, -2.69], [-1.62, 1.49, -4.31], [0.14, 1.39, -4.04], [-1.50, 1.34, 4.72], [-2.25, 2.09, 4.46], [-0.64, 1.83, 5.17], [-1.95, 0.71, 5.50], [-0.07, -0.60, 4.07], [0.83, -0.10, 4.46], [-2.11, 2.32, -0.15], [0.24, -1.32, 3.30], [-0.52, -1.15, 4.91], [-3.44, 1.28, 1.73], [-1.94, 1.34, -0.68], [-3.07, 2.69, -0.53], [-1.30, 3.01, -0.44], [-2.18, 2.07, 1.37], [-4.30, 1.71, 1.21], [-3.65, 1.30, 2.80], [-3.38, 0.23, 1.43], [0.43, 3.92, 1.61], [0.93, 3.62, 0.68], [1.04, 4.72, 2.07], [-0.55, 4.34, 1.37], [1.76, 2.40, 3.10], [2.37, 1.95, 2.31], [1.75, 1.72, 3.96], [2.26, 3.33, 3.42], [-4.71, 2.18, -1.98], [-4.57, 1.83, -2.63], [3.90, -0.53, 2.55], [2.42, -0.81, 1.54], [2.02, -2.54, 1.88], [4.26, 0.48, 2.32], [4.66, -1.26, 2.26], [3.69, -0.59, 3.63], [2.33, -2.87, 2.87], [0.94, -2.71, 1.79], [2.54, -3.12, 1.12]],
  "energy_ha": -2217.117856,
  "charge": 4,
  "spin_multiplicity": 5,
  "s2": 6.02,
  "mol_weight_g_mol": 635.733
}

***

[2]
{
  "formula": "C4H11N2",
  "method": "ωB97M-V/def2-TZVPD",
  "elements": ["C", "C", "C", "C", "N", "N", "H", "H", "H", "H", "H", "H", "H", "H", "H", "H", "H"],
  "coordinates": [[-0.96, -0.74, -0.29], [2.51, 0.69, 1.21], [2.28, -0.17, -1.05], [-3.11, 0.15, 0.60], [1.80, 0.08, 0.33], [-1.95, 0.09, -0.38], [-0.93, -1.38, 0.56], [-0.03, -0.81, -0.85], [3.52, 1.10, 0.96], [2.10, 0.88, 2.24], [1.49, -0.04, -1.70], [3.15, 0.43, -1.55], [2.49, -1.28, -1.15], [-3.35, -0.88, 0.63], [-2.97, 0.49, 1.57], [-3.90, 0.79, 0.15], [-2.14, 0.60, -1.27]],
  "relative_energy_kcal_mol": 81.6,
  "charge": 1,
  "mol_weight_g_mol": 87.146
}